(1)
ORCA calculation (wB97M-V/def2-TZVPD) on a structure of composition C31H21InN7O6S.

Last column: natural (NBO) charge in e.
Element x y z (Å)
1 H 2.713 -3.267 2.524  0.253
2 C 2.449 3.596 -0.926  -0.195
3 C -2.488 0.675 -2.962  0.676
4 N 1.990 0.581 -1.554  -0.454
5 H 2.733 6.313 -2.925  0.207
6 C -4.340 -4.066 0.097  -0.136
7 H 3.376 -1.761 -3.119  0.399
8 H -3.758 2.505 2.493  0.222
9 H 3.881 -0.147 -2.786  0.394
10 H -0.863 -5.326 1.683  0.248
11 C 3.226 -0.757 1.441  -0.223
12 N -2.659 -1.902 0.375  -0.492
13 C -2.888 2.457 1.855  -0.249
14 C -1.089 3.481 0.656  -0.253
15 H 4.027 4.999 -1.278  0.208
16 C 0.498 2.034 -0.638  0.174
17 C 1.860 1.357 2.434  0.034
18 C 1.005 -4.445 2.106  -0.025
19 C 1.148 3.223 -1.242  -0.005
20 N -1.369 1.127 0.606  -0.509
21 C 0.997 5.062 -2.785  -0.202
22 In -0.878 -0.671 -0.732  1.680
23 H -4.206 -0.729 -0.304  0.206
24 N 0.856 0.827 -0.862  -0.279
25 C 3.905 0.425 1.658  -0.163
26 C 1.717 -3.258 2.102  -0.211
27 H -0.573 3.623 -2.448  0.252
28 O -1.614 0.963 -2.052  -0.847
29 C 1.129 -2.098 1.624  0.185
30 O 0.822 -6.708 2.718  -0.741
31 C 1.867 -0.814 1.743  0.180
32 C -2.217 -3.127 0.656  0.179
33 C 0.424 3.953 -2.180  -0.220
34 C -0.296 -4.409 1.632  -0.227
35 H 3.016 2.998 -0.227  0.222
36 H -2.899 0.302 1.677  0.217
37 O -2.202 -1.578 -2.179  -0.841
38 C 2.288 5.446 -2.454  -0.217
39 H 1.278 2.187 2.823  0.189
40 C -0.698 2.221 0.222  0.311
41 O -3.551 -1.281 -3.921  -0.626
42 H -0.530 4.352 0.349  0.237
43 N 1.192 0.229 2.222  -0.415
44 C -0.812 -3.222 1.140  0.229
45 N -0.107 -2.082 1.114  -0.501
46 C -3.035 -4.244 0.511  -0.221
47 H -5.809 -2.604 -0.517  0.227
48 C 3.213 1.508 2.180  -0.270
49 C -2.424 1.235 1.397  0.075
50 C -2.202 3.597 1.470  -0.149
51 C 2.107 -0.664 -1.975  0.300
52 H -4.988 -4.923 -0.033  0.218
53 H 4.960 0.501 1.425  0.216
54 H 3.726 -1.620 1.024  0.236
55 H -2.530 4.574 1.801  0.217
56 O -3.054 1.486 -3.665  -0.637
57 C 1.618 -5.757 2.664  0.732
58 O 2.787 -5.643 3.067  -0.739
59 C -4.803 -2.786 -0.169  -0.249
60 C -3.916 -1.740 -0.039  0.100
61 N 3.318 -0.944 -2.536  -0.793
62 S 0.966 -1.960 -1.940  -0.245
63 H 0.435 5.619 -3.523  0.214
64 H 3.705 2.450 2.380  0.216
65 C -2.794 -0.855 -3.077  0.671
66 C 3.013 4.711 -1.526  -0.223
67 H -2.650 -5.232 0.705  0.233

Output
HOMO-LUMO gap ... 7.186 eV
Net charge ... -1
Energy relative to the best compared isomer or geometry (same formula, charge and spin) ... 18.0 kcal/mol
E_LUMO ... 1.422 eV
HOMO level ... -0.2118 Ha

=====

(2)
ORCA calculation (wB97M-V/def2-TZVPD) on a cluster of 2 separate species, C3H11NO2S in total at a distorted geometry.

Last column: natural (NBO) charge in e.
Element x y z (Å)
1 H -0.257 -0.324 -1.265  0.418
2 S 2.170 -1.507 2.371  0.160
3 H 1.588 -2.059 0.083  0.246
4 C 0.390 -0.248 0.656  -0.293
5 H -0.023 0.115 1.596  0.237
6 O -1.831 1.225 -1.202  -0.673
7 H 0.256 -2.327 1.140  0.239
8 C -1.894 0.231 -0.222  0.056
9 H -1.968 0.724 0.741  0.219
10 C 1.067 -1.623 0.934  -0.524
11 H 0.643 1.977 -0.781  0.465
12 N -0.612 -0.506 -0.325  -0.228
13 H 2.330 -0.176 2.240  0.123
14 H 0.794 1.609 -2.317  0.480
15 O 1.264 1.861 -1.515  -0.931
16 H 1.164 0.439 0.307  0.276
17 H -2.735 -0.423 -0.446  0.221
18 H -2.347 1.013 -1.993  0.509

Output
HOMO-LUMO gap (alpha / beta) ... 10.523 / 4.501 eV
Net charge ... +1
Energy relative to the best compared isomer or geometry (same formula, charge and spin) ... 18.1 kcal/mol
E_LUMO (alpha / beta) ... -3.167 / -8.646 eV
HOMO level (alpha / beta) ... -0.5031 / -0.4831 Ha
Spin multiplicity ... 2

=====

(3)
ORCA calculation (wB97M-V/def2-TZVPD) on a structure of composition C41H57AsBrN11O5PSSn.

Last column: Löwdin charge in e.
Element x y z (Å)
1 H -0.761 -4.582 -0.506  0.078
2 H 0.524 4.161 -5.435  0.112
3 C 0.905 3.334 2.025  -0.036
4 H -2.370 -0.790 5.860  0.067
5 C -4.932 4.820 0.025  -0.039
6 C 3.812 4.392 -2.175  -0.023
7 P 0.500 -3.305 -2.490  0.536
8 H 2.722 -5.528 -4.081  0.093
9 O -2.954 4.590 3.670  -0.401
10 H 1.990 0.746 5.849  0.077
11 C -1.022 -2.703 3.385  -0.424
12 H -1.209 -3.988 -4.609  0.067
13 H -1.258 -5.659 -4.003  0.085
14 H 1.633 0.710 -3.503  0.098
15 C -4.597 -2.521 -1.237  -0.028
16 H -0.525 -3.214 2.560  0.043
17 H 2.259 2.478 -0.489  0.087
18 H -5.068 -2.307 1.455  0.102
19 H -1.097 -4.441 4.657  0.076
20 C -2.919 2.885 0.225  -0.122
21 C 5.484 2.292 0.420  0.003
22 C -1.533 -4.622 -3.784  -0.104
23 N 0.490 -2.277 -3.788  -0.296
24 C 0.999 4.613 2.367  -0.063
25 C -2.039 0.168 3.942  -0.405
26 C -1.847 1.831 0.137  -0.434
27 H 1.984 0.939 4.094  0.046
28 C 4.362 2.783 -0.250  -0.184
29 C 1.745 1.784 -3.636  -0.200
30 H -2.044 -2.408 -1.220  0.111
31 C 2.884 -4.309 -1.686  -0.078
32 C -0.068 4.003 -0.181  -0.004
33 H -0.058 6.103 -0.537  0.114
34 N 6.516 -2.393 1.110  0.119
35 N 2.645 2.371 -2.867  0.135
36 N -0.755 1.989 0.984  0.143
37 N -3.753 -2.039 -0.162  -0.155
38 C -4.855 3.799 -0.910  -0.049
39 H 2.112 -3.083 -4.820  0.075
40 H -0.745 -6.023 -1.548  0.089
41 H -0.156 -0.340 -4.257  0.065
42 H 0.357 -3.473 4.873  0.066
43 H -1.182 -2.925 5.549  0.058
44 N 1.790 -4.317 -2.650  -0.300
45 C 2.068 4.395 -3.946  -0.001
46 H -0.240 3.665 -1.197  0.135
47 H -1.406 -1.572 -4.466  0.088
48 As -0.456 -0.812 3.248  1.170
49 H 2.903 -5.237 -1.109  0.095
50 Br 0.758 7.417 1.885  0.823
51 C 1.146 3.678 -4.690  -0.122
52 O -1.929 0.883 -0.615  0.033
53 C -0.559 -1.266 -3.841  -0.090
54 H 0.619 -3.017 -5.786  0.084
55 H -3.659 -1.264 1.754  0.065
56 H -4.099 5.630 1.830  0.118
57 H -0.920 -1.066 -2.832  0.066
58 N 3.021 1.064 0.765  0.015
59 H 3.842 -4.195 -2.199  0.094
60 H 1.575 4.967 3.210  0.117
61 H -2.092 -2.736 3.175  0.046
62 H -5.573 3.750 -1.718  0.113
63 H -5.709 5.570 -0.042  0.117
64 C -2.428 -2.056 -0.255  -0.310
65 H -3.788 0.019 5.194  0.077
66 H -3.269 -1.528 4.531  0.056
67 C 5.408 -2.685 1.270  -0.374
68 H 1.370 2.517 2.556  0.101
69 N 0.966 2.368 -4.537  0.081
70 C -4.019 4.870 1.064  -0.059
71 H 1.618 -6.394 -3.006  0.091
72 H 0.978 -5.343 -4.291  0.065
73 C 4.479 3.989 -1.082  -0.020
74 Sn 0.636 -0.727 0.462  1.224
75 C 1.361 0.701 4.960  -0.168
76 H 6.210 0.772 1.764  0.111
77 H -5.397 -1.805 -1.431  0.096
78 C -0.716 -3.419 4.696  -0.156
79 H 1.534 -1.422 4.648  0.062
80 O -1.661 -1.715 0.652  -0.220
81 H -2.626 0.473 3.071  0.042
82 C 1.769 -5.457 -3.551  -0.097
83 C -4.418 -1.541 1.029  -0.009
84 H 4.072 5.370 -2.565  0.109
85 H 2.752 -3.478 -1.001  0.046
86 H 1.522 -1.536 -5.434  0.088
87 C 4.108 0.612 1.398  -0.142
88 C 0.029 5.282 0.161  -0.041
89 N 4.168 -3.067 1.440  0.111
90 O 0.562 -2.549 -1.210  -0.445
91 C 0.098 5.593 1.642  -0.853
92 C 3.161 2.121 -0.022  -0.121
93 C 3.065 -2.506 1.481  -0.377
94 H 0.203 -0.963 5.714  0.066
95 H -4.005 -2.646 -2.142  0.086
96 H 3.958 -0.234 2.057  0.088
97 C -1.189 -5.032 -1.401  -0.097
98 H 0.592 1.470 5.053  0.059
99 N -0.952 -4.146 -2.538  -0.302
100 H 6.449 2.764 0.283  0.124
101 H -5.052 -3.478 -0.970  0.098
102 C -3.011 3.923 1.170  -0.244
103 C 0.010 3.007 0.906  -0.329
104 H 5.257 4.662 -0.737  0.116
105 C -3.868 2.840 -0.799  -0.011
106 H -3.783 2.044 -1.527  0.118
107 H -5.020 -0.664 0.782  0.101
108 H -1.659 1.088 4.391  0.054
109 O -1.231 5.584 2.179  -0.339
110 S -1.993 4.144 2.685  1.013
111 C -2.914 -0.582 4.938  -0.153
112 H 2.199 5.458 -4.089  0.113
113 C 1.217 -2.501 -5.026  -0.091
114 N 1.967 -2.064 1.564  -0.054
115 C 2.814 3.692 -2.996  -0.271
116 C 0.744 -0.687 4.809  -0.419
117 C 5.356 1.190 1.249  -0.032
118 H -2.265 -5.157 -1.258  0.086
119 H -2.623 -4.571 -3.715  0.085

Output
HOMO-LUMO gap ... 7.122 eV
Net charge ... +1
Energy relative to the best compared isomer or geometry (same formula, charge and spin) ... 69.7 kcal/mol
E_LUMO ... -3.292 eV
HOMO level ... -0.3827 Ha